ORCA calculation (the ωB97M-V functional and the def2-TZVPD basis) on C18H18I2MgNS as an isolated structure at a distorted geometry.

Structure (XYZ):
```
41
C18H18I2MgNS, DFT the ωB97M-V functional and the def2-TZVPD basis
Mg -1.158 -2.472 -0.299
I -3.248 -1.309 1.273
C -1.050 -4.283 0.976
I -0.452 -3.435 2.794
H -0.141 -4.735 0.655
H -1.944 -4.946 1.218
C -0.226 2.394 3.356
C -0.610 3.136 2.037
C -2.122 3.164 1.964
C 0.009 4.583 2.263
C 0.044 2.547 0.803
C 1.107 3.112 0.099
C 1.738 2.422 -0.994
C 1.422 1.095 -1.164
S 2.132 -0.090 -2.279
C 0.935 -1.229 -1.709
N 0.119 -0.870 -0.732
C 0.381 0.460 -0.412
C -0.369 1.200 0.503
C 0.710 -2.424 -2.484
C 1.383 -2.614 -3.759
C 1.351 -3.862 -4.296
C 0.691 -4.954 -3.609
C 0.036 -4.741 -2.472
C -0.031 -3.474 -1.935
H -0.590 3.099 4.195
H 0.824 2.210 3.382
H -0.690 1.419 3.479
H -2.499 3.791 2.769
H -2.632 2.248 2.018
H -2.494 3.631 0.995
H -0.579 5.136 2.994
H 0.073 5.105 1.329
H 0.965 4.477 2.675
H 1.468 4.128 0.299
H 2.667 2.830 -1.390
H -1.214 0.712 1.094
H 1.949 -1.795 -4.206
H 1.713 -4.086 -5.272
H 0.700 -5.960 -4.149
H -0.370 -5.620 -2.007
```

## Properties
HOMO (spin up / spin down) in eV: -11.42 / -11.53
Charge: +1
Strongest force on any atom in eV/A: 4.61
Gap between HOMO and LUMO (spin up / spin down) in eV: 5.28 / 4.38
LUMO (spin up / spin down) in eV: -6.142 / -7.152
M in g mol⁻¹: 558.53
2S+1: 1

These are the Löwdin partial charges, in e, on atoms 1 to 6: 0.408, 0.496, -0.742, 0.872, -0.076, 0.013